No. 1
{"formula": "C34H20Cl3N6O3V", "method": "the ωB97M-V functional and the def2-TZVPD basis", "charge": -1, "de_lowest_kcal_mol": 18.36, "spin_multiplicity": 4, "gap_ev": [4.5, 6.5], "e_tot_ev": -113927.18248, "homo_energy_ha": [-0.086, -0.163], "elements": ["H", "C", "H", "H", "Cl", "C", "H", "O", "C", "H", "H", "H", "H", "N", "C", "H", "H", "V", "C", "C", "C", "C", "H", "H", "C", "C", "Cl", "C", "H", "C", "N", "C", "C", "C", "C", "C", "C", "C", "N", "H", "C", "C", "H", "Cl", "H", "H", "C", "C", "N", "H", "C", "C", "C", "N", "C", "O", "C", "C", "C", "C", "C", "H", "N", "O", "C", "H", "C"], "coordinates": [[1.92979, 2.90759, 3.64488], [2.13304, -2.29522, 2.80801], [-2.13209, 2.99654, -5.13984], [-2.89985, -3.77573, -1.17741], [2.99086, -4.40900, 4.23834], [-2.32053, 0.86336, -5.03410], [-2.81839, -4.87830, 2.96102], [2.57672, 0.55722, 3.18658], [-2.31063, -0.25908, -4.23588], [-2.48828, -1.23664, -4.66940], [0.85706, -4.47840, -0.14743], [1.15093, -1.33864, -4.30887], [2.51302, -1.69542, 3.61850], [1.24626, -0.34556, 1.50451], [1.71887, 0.61682, 2.30340], [1.78960, 0.93289, -5.19362], [-2.41920, -2.24187, -2.48194], [-0.24041, 0.00183, 0.13812], [-1.86289, 2.25015, -3.13983], [-1.81718, 1.13612, -2.27682], [-1.87428, -1.92686, 1.51113], [-2.67868, -3.50628, -0.15394], [-0.92238, 0.68649, 3.23581], [1.18599, 2.44841, -1.23187], [1.20424, -3.87915, 0.68076], [-2.15273, -2.87106, 2.53722], [-2.60880, 0.70333, -6.75317], [0.95721, 1.88546, 2.06824], [-2.07997, -3.17238, 4.66971], [-2.11422, -1.30384, -2.01698], [-1.38890, -0.68683, 1.76762], [1.54573, 0.78383, -4.15000], [1.12712, 2.96358, 2.92290], [-1.49158, -1.18169, 4.10962], [-0.76954, 3.96383, 1.90257], [-2.11027, 2.12651, -4.49613], [-2.64119, -4.14699, 2.18221], [0.24430, 4.02449, 2.85055], [-1.87537, -1.23638, -0.72139], [-1.50215, 4.75462, 1.81856], [1.19016, -0.46197, -3.67748], [-1.25237, -0.32531, 3.04182], [-1.68525, 3.23117, -2.71253], [1.94467, -6.19202, 1.84638], [-1.32091, -0.82633, 5.11704], [0.32501, 4.86390, 3.52914], [-2.89392, -4.43827, 0.85705], [-2.14191, -2.24626, 0.14387], [0.84536, 0.43907, -1.48328], [-3.26843, -5.42118, 0.59562], [-0.84742, 2.87054, 1.05930], [2.25326, -3.68120, 2.84496], [0.72615, -1.93770, -1.66851], [-0.00360, 1.83221, 1.12958], [1.79626, -4.46488, 1.79458], [0.92021, -3.00346, -2.24578], [-2.06838, -0.15191, -2.85937], [0.86382, -0.60648, -2.33606], [-1.91236, -2.46880, 3.86350], [1.58849, 1.85034, -3.25603], [1.21352, 1.63500, -1.94649], [1.88575, 2.83670, -3.58331], [0.53432, -1.71422, -0.35387], [-1.57203, 1.27907, -1.00801], [1.05170, -2.50382, 0.65027], [-1.60452, 2.80402, 0.29022], [1.52200, -1.69778, 1.71509]], "forces_ev_per_angstrom": [[-0.0139, -0.0334, 0.0066], [-0.0932, 0.1639, -0.0506], [0.0005, -0.0019, 0.0113], [0.0148, 0.0222, 0.0152], [0.0514, -0.0044, 0.1039], [0.0365, 0.0607, 0.1133], [0.0117, -0.0050, -0.0133], [-0.0665, 0.1227, 0.0299], [0.0461, -0.0185, 0.0102], [-0.0054, 0.0081, 0.0014], [-0.0013, -0.0225, 0.0200], [0.0320, -0.0169, 0.0207], [0.0305, 0.0131, 0.0132], [0.7694, 0.2550, 0.7397], [0.1509, -0.5594, -0.1756], [0.0109, -0.0180, -0.0052], [-0.0077, 0.0228, 0.0617], [-2.9464, 0.5529, -0.4271], [0.0211, -0.1206, 0.2093], [-0.2488, 0.0452, -0.4253], [-0.2344, -0.1337, 0.1373], [0.0504, -0.0066, -0.1236], [0.0827, -0.0019, -0.0460], [-0.0415, -0.0037, -0.0110], [-0.1285, 0.1106, -0.0967], [0.1054, 0.1198, 0.0488], [-0.0233, -0.0218, -0.1086], [-0.1120, 0.1654, 0.1170], [0.0113, 0.0066, 0.0234], [-0.2459, -0.1982, -0.3649], [-0.4410, -0.3882, 0.9313], [-0.0242, 0.1320, 0.1501], [0.0960, 0.0000, -0.0099], [-0.0443, -0.0468, 0.1100], [0.1610, 0.1060, 0.1957], [-0.0025, -0.0255, -0.1559], [-0.0814, -0.1890, -0.0645], [-0.0985, -0.1195, -0.1774], [0.0261, 0.0323, 0.5224], [-0.0105, -0.0177, -0.0496], [-0.1213, -0.1508, 0.0456], [-0.0590, -0.0026, -0.0860], [-0.0031, -0.0166, 0.0367], [-0.0027, -0.1047, -0.0445], [-0.0143, -0.0020, -0.0032], [0.0185, 0.0211, -0.0184], [0.0293, 0.0281, 0.2212], [-0.1230, 0.0038, -0.2791], [1.0620, 0.2242, -1.8545], [-0.0176, 0.0109, -0.0167], [-0.1284, 0.1392, -0.1874], [-0.1209, -0.1268, -0.2125], [0.0834, -0.5337, 0.5180], [0.2681, 1.2115, 0.8222], [0.0706, 0.1593, 0.1737], [0.0727, 0.1862, -0.1297], [0.0839, 0.1834, 0.2707], [0.4124, 0.4349, -0.2307], [-0.0232, 0.0862, -0.2065], [0.0346, -0.1144, -0.1952], [-0.0727, 0.1028, 0.0926], [-0.0243, 0.0237, 0.0541], [0.7706, -1.3090, -0.7810], [0.4113, 0.1788, 0.4132], [0.3939, -0.0855, 0.3150], [0.0211, -0.1337, -0.0151], [0.1406, -0.4007, 0.0105]], "mulliken_spin": [0.0004, -0.0078, 0.0127, 0.0322, -0.0005, -0.0516, 0.0087, 0.0196, 0.0817, 0.0026, 0.0019, 0.0054, -0.0002, -0.0486, 0.0224, 0.0015, 0.0230, 1.9764, -0.0357, 0.0907, -0.0053, 0.2657, 0.0286, 0.0013, -0.0102, -0.0617, -0.0014, 0.0424, 0.0011, 0.3748, -0.0718, 0.0150, -0.0087, -0.0430, -0.0078, 0.1150, 0.2141, 0.0148, -0.0586, -0.0003, 0.0012, 0.1080, -0.0039, -0.0001, 0.0003, 0.0010, -0.0904, -0.1157, -0.0801, -0.0038, 0.0470, -0.0032, 0.0320, -0.0028, 0.0073, 0.0414, -0.0297, 0.0588, 0.0897, -0.0055, 0.0306, 0.0009, -0.0612, 0.0045, -0.0021, -0.0015, 0.0386]}

No. 2
{"formula": "C29H26Br2MoN4O", "method": "the ωB97M-V functional and the def2-TZVPD basis", "charge": 2, "de_lowest_kcal_mol": 13.70, "spin_multiplicity": 3, "gap_ev": [6.4, 6.4], "e_tot_ev": -180431.68523, "homo_energy_ha": [-0.483, -0.492], "elements": ["C", "C", "H", "Br", "H", "C", "O", "H", "H", "C", "C", "C", "H", "C", "H", "H", "H", "C", "H", "C", "C", "C", "C", "H", "H", "C", "C", "H", "H", "H", "H", "N", "C", "H", "C", "C", "H", "C", "N", "H", "C", "Mo", "N", "C", "C", "N", "H", "C", "C", "C", "C", "Br", "C", "C", "C", "H", "H", "H", "C", "H", "H", "H", "H"], "coordinates": [[-1.96393, -4.66473, 1.96548], [-1.26883, 2.24344, -2.41623], [3.38683, -4.04782, -0.82235], [5.84861, -3.73711, -2.40506], [-4.07016, -4.50465, 2.29736], [-0.11682, 0.81396, 5.11276], [1.29003, -0.03316, -1.10631], [-1.47158, 2.94346, -3.22692], [5.17225, -0.96745, -3.17766], [1.23400, -2.70177, -0.10368], [1.47786, 0.39522, 1.71120], [3.37484, -3.03670, -1.21044], [-0.14782, 0.77899, -3.51110], [4.40085, -2.59465, -2.00747], [-1.89824, -5.67431, 2.34672], [0.81297, 0.55167, 7.03501], [-5.36186, -2.39172, 1.77366], [3.70475, 0.14213, 3.50282], [4.53903, -0.00178, 4.17770], [-0.84320, -2.76882, 0.97392], [4.36686, -1.30187, -2.53780], [-2.06595, -2.06481, 1.01331], [-0.79893, -4.04792, 1.47408], [1.26458, -3.77551, 0.05251], [0.84057, 2.63256, 0.18048], [2.19211, 0.26382, 5.43041], [2.28693, -0.87050, -1.40350], [3.04351, 0.09376, 6.07693], [0.02410, 3.81468, -1.71319], [0.86693, 2.32514, -2.12840], [-0.83641, -1.07481, -2.43382], [-0.02660, 2.29905, -0.23644], [-4.44221, -1.95121, 1.40932], [0.12423, -4.60963, 1.51587], [0.96184, 0.52417, 5.96462], [-3.20335, -0.12440, 0.50369], [-3.16538, 0.90139, 0.15321], [-0.03193, 2.72700, -1.66278], [-2.04986, -0.77209, 0.58029], [-2.14270, 2.27464, -1.75510], [3.31525, -0.45780, -2.24898], [-0.04635, 0.04903, 0.20443], [-1.23126, -0.23181, -2.02615], [2.30565, -2.18229, -0.88239], [2.39985, 0.25428, 4.03154], [0.21195, -2.03797, 0.35924], [4.90146, 0.29341, 1.74781], [-1.12321, 0.85602, -3.03056], [1.30490, 0.43927, 3.13714], [3.90169, 0.28957, 2.16202], [-4.42237, -0.68021, 0.89089], [-1.33846, 1.28702, 2.60381], [-3.16783, -4.01738, 1.95233], [2.80212, 0.41395, 1.29451], [-3.24515, -2.69077, 1.47419], [-1.07623, 1.10218, 5.51981], [3.28309, 0.54341, -2.65993], [-2.21291, -0.43724, -1.87528], [0.08905, 0.75039, 3.76793], [-5.32412, -0.09091, 0.80812], [-1.87882, 0.72631, -3.80724], [-0.75834, 2.81234, 0.24700], [3.04985, 0.53711, 0.25431]], "forces_ev_per_angstrom": [[-0.2259, -0.0190, 0.0629], [0.1572, -0.1494, 0.0435], [0.0059, 0.0088, -0.0043], [-0.1454, 0.1257, 0.0305], [0.0253, -0.0139, 0.0307], [-0.1281, 0.0172, -0.1324], [0.3536, 0.2797, -0.5676], [-0.0125, 0.0176, 0.0188], [-0.0161, 0.0130, -0.0103], [-0.3068, 0.0565, 0.0867], [0.2122, -0.0622, -0.1559], [-0.0979, -0.0571, 0.0714], [0.0013, -0.0338, 0.0031], [0.1987, -0.1061, -0.0912], [0.0140, 0.0052, -0.0017], [0.0210, -0.0060, -0.0040], [-0.0193, -0.0020, -0.0588], [0.1061, -0.0067, -0.1477], [-0.0154, 0.0091, 0.0093], [-0.3235, -0.2127, 0.2235], [0.0209, -0.1592, 0.0566], [0.0430, -0.1516, 0.0985], [0.2051, 0.2290, -0.0638], [-0.0462, -0.0318, 0.0548], [0.0136, -0.0657, 0.1477], [-0.0953, 0.0232, 0.0724], [0.3494, -0.7015, 0.0000], [-0.0041, -0.0022, -0.0004], [0.0329, -0.0022, 0.0905], [0.0239, 0.0322, 0.0142], [0.0056, -0.0623, 0.0712], [0.0021, -0.1961, -0.2077], [0.0676, 0.0890, -0.0123], [0.0288, 0.0264, -0.0341], [0.1459, -0.0435, 0.0458], [0.1123, 0.0695, -0.0011], [0.0196, -0.0048, -0.0167], [-0.1355, -0.0054, -0.1598], [-0.3057, -0.2213, -0.1831], [-0.0569, 0.0600, -0.0554], [-0.2787, 0.2470, 0.0925], [-0.6008, 1.2781, 0.5344], [0.0778, 0.2588, 0.2758], [0.1661, 0.4361, -0.1931], [-0.1112, 0.0200, -0.1194], [0.5984, -0.7392, -0.0497], [-0.0037, -0.0040, 0.0113], [-0.0362, 0.1341, -0.0151], [-0.0300, -0.0530, 0.1292], [0.0689, -0.0076, 0.2111], [-0.0959, -0.0820, 0.0712], [0.2910, -0.1811, -0.0512], [0.0679, -0.0646, 0.0033], [-0.2109, 0.0177, -0.1073], [0.1010, 0.1293, -0.0622], [-0.0026, -0.0148, -0.0136], [0.0209, -0.0112, 0.0064], [-0.0376, -0.0257, -0.0433], [-0.2134, 0.0663, 0.0101], [0.0131, 0.0116, -0.0002], [0.0328, -0.0673, -0.0078], [-0.0318, -0.0305, 0.0975], [-0.0167, -0.0634, -0.1038]], "mulliken_spin": [0.0011, 0.0191, 0.0004, -0.0007, 0.0000, 0.0118, -0.0117, 0.0009, 0.0002, 0.0715, -0.1092, 0.0128, 0.0014, -0.0064, 0.0000, -0.0003, -0.0002, 0.0612, 0.0022, 0.0341, 0.0184, -0.0100, 0.0014, -0.0041, 0.0103, 0.0175, 0.0452, 0.0007, -0.0012, -0.0026, 0.0012, -0.0178, 0.0063, 0.0011, -0.0111, 0.0145, -0.0076, -0.0039, -0.0595, -0.0043, -0.0228, 1.9552, 0.0080, 0.0000, -0.0203, -0.0576, 0.0001, -0.0132, -0.0482, -0.0281, -0.0001, -0.0059, -0.0039, 0.1569, 0.0036, 0.0005, -0.0011, 0.0048, -0.0180, 0.0005, -0.0011, 0.0010, 0.0070]}